[1]
103
Properties=species:S:1:pos:R:3 method="wB97M-V/def2-TZVPD" largest_force_ev_per_a=4.72 smiles="CCOB(O)[C@@H]1C(=O)N[C@H](CCC(F)=C(F)F)[C@@H]1N(C(C)=O)C(C)=O.CN(C)P(=O)(N(C)C)N(C)C.CN(C)P(=O)(N(C)C)N(C)C" homo_energy_ha=-0.3033
C 5.0400 0.1445 -0.5140
C 4.5181 0.2666 -1.9289
O 3.2265 0.9269 -1.8644
B 2.9711 1.7578 -2.9104
O 2.9565 1.2576 -4.2097
C 2.6231 3.3103 -2.6774
C 3.3590 3.6820 -1.3704
O 4.5037 3.4533 -1.1099
N 2.4519 4.3505 -0.4585
C 1.4135 4.8214 -1.3946
C 0.3156 5.7270 -0.8484
C 0.8840 6.7451 0.1649
C 1.6332 7.8632 -0.4623
F 2.1183 8.7802 0.4110
C 1.9545 8.0464 -1.7599
F 3.1900 8.0653 -2.2177
F 1.0998 8.2342 -2.7420
C 1.1321 3.6224 -2.3181
N 0.4786 2.4177 -1.7964
C -0.4612 2.6452 -0.7040
C 0.0135 2.2749 0.6787
O -1.5775 3.0511 -0.9050
C -0.2716 1.6664 -2.8194
C -1.2028 2.3517 -3.7880
O -0.1000 0.4762 -2.8467
H 4.4866 -0.6389 0.0058
H 4.8669 1.0685 0.0372
H 6.1099 -0.0633 -0.5003
H 4.3518 -0.7137 -2.3785
H 5.1894 0.8548 -2.5581
H 3.6597 1.5919 -4.7729
H 2.9468 3.9175 -3.5247
H 2.1580 3.5661 0.1256
H 2.0134 5.4442 -2.0659
H -0.1033 6.2998 -1.6766
H -0.4711 5.1924 -0.3212
H 0.0148 7.1571 0.6956
H 1.4975 6.2663 0.9298
H 0.6936 4.0584 -3.2212
H 0.7968 1.5237 0.5687
H 0.4184 3.1458 1.1961
H -0.8146 1.8222 1.2187
H -1.1573 1.7898 -4.7204
H -0.9964 3.4007 -3.9622
H -2.2127 2.2178 -3.3986
C -1.4676 0.2467 7.4021
N -0.9461 0.6012 6.0931
C -0.6560 2.0327 6.0383
P -1.5052 -0.0480 4.6269
O -0.4695 0.2982 3.6300
N -1.4201 -1.7690 4.6702
C -1.0544 -2.4927 5.8760
C -0.7404 -2.3551 3.5156
N -3.1947 0.0322 4.8888
C -4.0415 -1.0627 4.3849
C -3.7279 1.2992 4.3262
H -2.4879 0.6124 7.5761
H -0.8219 0.6966 8.1591
H -1.4441 -0.8181 7.5839
H -1.5610 2.6503 6.1198
H -0.1507 2.2818 5.1066
H 0.0087 2.3097 6.8583
H -0.0710 -2.2052 6.2687
H -1.0362 -3.5623 5.6585
H -1.8047 -2.3713 6.6563
H 0.3513 -2.3109 3.5999
H -1.0282 -1.8543 2.5948
H -1.0429 -3.4015 3.4259
H -3.8714 -1.2945 3.3306
H -5.0835 -0.7614 4.5078
H -3.9001 -1.9652 4.9703
H -3.6783 1.3175 3.2329
H -3.1619 2.1528 4.7029
H -4.7648 1.4361 4.6302
C -0.4957 -5.3163 -0.5248
N -1.5784 -5.3367 -1.4922
C -2.4930 -6.4382 -1.2043
P -1.3922 -5.0060 -3.1507
O -2.7647 -4.7808 -3.6507
N -0.6400 -3.4800 -3.3858
C -0.1229 -2.6973 -2.2740
C -1.3502 -2.6043 -4.3164
N 0.0243 -5.9221 -3.4691
C 1.0186 -5.3787 -4.4085
C -0.3514 -7.2731 -3.9543
H 0.2195 -6.1395 -0.6557
H -0.9285 -5.4109 0.4739
H 0.0457 -4.3804 -0.5296
H -2.0244 -7.4233 -1.3386
H -3.3686 -6.3819 -1.8489
H -2.8388 -6.3752 -0.1707
H -0.8875 -2.4669 -1.5205
H 0.2831 -1.7566 -2.6420
H 0.7179 -3.1990 -1.7932
H -2.2031 -2.0968 -3.8517
H -1.7151 -3.1612 -5.1761
H -0.6531 -1.8476 -4.6830
H 0.5898 -5.0695 -5.3653
H 1.7590 -6.1587 -4.5982
H 1.5468 -4.5368 -3.9728
H -0.8147 -7.2410 -4.9457
H -1.0584 -7.7427 -3.2689
H 0.5296 -7.9125 -4.0024

---

[2]
18
Properties=species:S:1:pos:R:3 method="wB97M-V/def2-TZVPD" largest_force_ev_per_a=4.53 de_lowest_ev=4.983 homo_energy_ha=-0.3092
C 0.2643 -1.8344 1.8313
N -0.3734 -1.4042 0.6302
C -0.6566 -0.1415 0.5833
C 0.3851 0.7736 -0.5824
C 0.5187 -0.0767 -1.8374
C -0.0829 2.0553 -0.7045
O -1.9689 0.0861 0.1024
H 0.3945 -2.9148 1.7924
H -0.2693 -1.5797 2.7505
H 1.2740 -1.4581 2.0459
H -0.4674 0.3800 1.5329
H 1.2834 0.7092 0.0374
H -0.4395 -0.2849 -2.3009
H 1.1370 0.4752 -2.5461
H 1.0476 -0.9907 -1.5625
H -0.4259 2.3535 -1.6923
H 0.2677 2.8075 -0.0061
H -1.8885 1.0445 -0.0740

---

[3]
54
Properties=species:S:1:pos:R:3 method="wB97M-V/def2-TZVPD" largest_force_ev_per_a=0.18 smiles="Cc1cc(C)cc(C(=O)N[C@H]2CC23CCN(C(=O)c2cccc(O)c2F)CC3)c1" de_lowest_ev=0.142 homo_energy_ha=-0.3301
C 2.9179 -3.4734 3.6760
C 2.9146 -1.9772 3.8379
C 4.0073 -1.3193 4.3921
C 4.0312 0.0627 4.5468
C 5.2084 0.7472 5.1868
C 2.9300 0.7968 4.1248
C 1.8348 0.1652 3.5530
C 0.6878 1.0362 3.1186
O 0.4707 2.1117 3.6420
N -0.0636 0.5299 2.0963
C -1.1311 1.2218 1.4427
C -0.9976 2.6867 1.1385
C -0.9723 1.7020 0.0147
C 0.3259 1.4286 -0.7087
C 0.2646 0.0795 -1.4180
N -0.9115 -0.0025 -2.2734
C -0.7474 -0.1627 -3.6114
O 0.3454 -0.1729 -4.1533
C -1.9817 -0.3239 -4.4611
C -2.1753 0.5418 -5.5344
C -3.2603 0.3719 -6.3740
C -4.1520 -0.6730 -6.1675
C -3.9628 -1.5566 -5.1170
O -4.7796 -2.6105 -4.8511
C -2.8722 -1.3619 -4.2758
F -2.6960 -2.2242 -3.2578
C -2.1787 0.2127 -1.5914
C -2.1784 1.5664 -0.8855
C 1.8272 -1.2196 3.4197
H 1.9063 -3.8770 3.7149
H 3.3507 -3.7583 2.7146
H 3.5066 -3.9538 4.4570
H 4.8615 -1.9024 4.7211
H 5.4031 1.7126 4.7203
H 5.0186 0.9277 6.2469
H 6.1098 0.1401 5.1094
H 2.9024 1.8732 4.2399
H 0.2671 -0.3178 1.6680
H -2.1225 0.8790 1.7215
H -1.8777 3.3002 1.2774
H -0.0672 3.1549 1.4244
H 0.4985 2.2132 -1.4513
H 1.1689 1.4467 -0.0157
H 1.1400 -0.0893 -2.0380
H 0.2013 -0.7311 -0.6806
H -1.4567 1.3323 -5.7013
H -3.4154 1.0484 -7.2034
H -4.9987 -0.8124 -6.8303
H -5.4746 -2.6486 -5.5161
H -2.9945 0.1606 -2.3062
H -2.3252 -0.5895 -0.8595
H -3.0998 1.6783 -0.3087
H -2.1646 2.3623 -1.6374
H 0.9573 -1.7324 3.0236